# 1
This record from OMol25 describes a structure of composition C16H48HgO8S8 at a distorted geometry. The level of theory is ωB97M-V/def2-TZVPD.

```
! wB97M-V def2-TZVPD RIJCOSX def2/J DEFGRID3
* xyz 2 1
Hg 30.75 -23.66 16.92
C 25.99 -24.63 17.63
S 27.24 -24.40 16.28
O 28.57 -23.99 16.92
C 27.33 -26.18 15.86
H 25.91 -23.74 18.26
H 26.36 -25.31 18.40
H 25.08 -25.07 17.21
H 27.86 -26.67 16.67
H 27.96 -26.30 14.98
H 26.29 -26.49 15.74
C 33.73 -21.73 13.78
S 32.23 -21.18 14.73
O 32.02 -22.05 15.96
C 33.09 -19.59 15.24
H 34.58 -21.73 14.46
H 33.85 -21.05 12.93
H 33.65 -22.76 13.43
H 32.67 -19.22 16.18
H 32.96 -18.85 14.46
H 34.16 -19.79 15.34
C 28.52 -23.83 12.56
S 30.24 -23.75 13.33
O 30.08 -24.08 14.80
C 31.08 -25.26 12.66
H 27.74 -23.23 13.04
H 28.17 -24.85 12.70
H 28.35 -23.65 11.50
H 30.96 -26.07 13.39
H 32.09 -24.98 12.39
H 30.53 -25.48 11.74
C 34.24 -26.47 14.50
S 33.88 -25.38 15.96
O 32.41 -25.08 16.04
C 34.34 -26.57 17.24
H 33.46 -27.23 14.35
H 35.16 -27.00 14.71
H 34.21 -25.93 13.56
H 34.04 -26.37 18.26
H 35.42 -26.49 17.38
H 34.01 -27.57 16.95
C 29.69 -18.77 16.83
S 28.64 -20.30 16.75
O 29.59 -21.49 16.66
C 27.88 -20.37 18.47
H 30.76 -18.97 16.88
H 29.44 -18.20 17.73
H 29.55 -18.18 15.92
H 28.61 -20.71 19.21
H 27.09 -21.12 18.52
H 27.54 -19.38 18.76
C 28.16 -24.18 20.77
S 29.73 -23.33 20.44
O 29.92 -23.39 18.96
C 30.83 -24.51 21.32
H 27.69 -23.86 21.70
H 28.37 -25.25 20.68
H 27.52 -23.99 19.92
H 31.90 -24.33 21.30
H 30.73 -25.50 20.89
H 30.48 -24.46 22.35
C 32.29 -20.94 19.08
S 33.28 -22.49 19.21
O 32.59 -23.47 18.27
C 34.68 -21.67 18.31
H 32.17 -20.68 18.03
H 32.73 -20.06 19.56
H 31.26 -21.13 19.36
H 35.10 -20.81 18.82
H 34.33 -21.34 17.33
H 35.47 -22.42 18.28
C 31.23 -28.13 16.84
S 30.90 -26.96 18.17
O 30.23 -25.73 17.49
C 29.52 -27.92 18.89
H 31.45 -27.57 15.93
H 30.36 -28.75 16.63
H 32.04 -28.76 17.20
H 29.31 -27.54 19.89
H 29.96 -28.91 19.04
H 28.63 -27.98 18.25
*
```

## Properties
Energy relative to the best compared isomer or geometry (same formula, charge and spin): 75.09 kcal per mole
LUMO: -3.698 eV
E: -124585.781 eV
Gap between HOMO and LUMO: 9.57 eV
HOMO level: -0.4875 Eh
Largest force on an atom: 4.38 eV/Å

Computed Mulliken charges, given in elementary charges: Hg 5.165; C -1.095; S 0.264; O -0.783; C -0.192; H 0.280; H 0.287; H 0.462; H -0.477; H 0.131; H 0.573; C -0.961; S 0.360; O -0.859; C -1.097; H 0.355; H 0.481; H 0.124; H 0.259; H 0.466; H 0.375; C -1.159; S 0.299; O -0.949; C -0.921; H 0.368; H 0.333; H 0.422; H 0.132; H 0.269; H 0.529; C -1.117; S 0.476; O -0.867; C -1.165; H 0.309; H 0.464; H 0.316; H 0.261; H 0.500; H 0.369; C -0.677; S 0.297; O -0.460; C -0.724; H -0.096; H 0.398; H 0.408; H 0.152; H 0.194; H 0.482; C -0.269; S 0.317; O -0.926; C -0.808; H 0.513; H 0.080; H -0.262; H 0.282; H 0.038; H 0.473; C -0.065; S 0.271; O -0.451; C -0.875; H -0.273; H 0.602; H -0.187; H 0.439; H 0.022; H 0.397; C -0.953; S 0.474; O -0.568; C -1.201; H -0.031; H 0.492; H 0.410; H 0.306; H 0.528; H 0.263

---

# 2
This record from OMol25 describes a structure of composition C16H48N2OSi5Tl at a distorted geometry. The level of theory is ωB97M-V/def2-TZVPD.

```
! wB97M-V def2-TZVPD RIJCOSX def2/J DEFGRID3
* xyz 1 1
Tl 2.19 0.90 -0.51
N 1.01 3.09 1.20
C 1.21 4.42 0.62
C 2.71 4.75 0.70
C 3.34 5.22 -0.59
C 3.98 4.16 -1.50
N 3.02 3.18 -2.06
H 0.05 2.93 1.39
H 1.51 3.08 2.05
H 0.64 5.20 1.04
H 0.91 4.50 -0.45
H 3.10 3.76 0.97
H 2.99 5.37 1.52
H 4.15 5.94 -0.34
H 2.61 5.79 -1.15
H 4.68 3.51 -0.96
H 4.58 4.63 -2.31
H 3.50 2.70 -2.86
H 2.34 3.73 -2.57
C -2.00 -0.11 -2.75
Si -1.26 0.95 -1.43
C -2.62 1.77 -0.45
C -0.07 2.24 -2.20
O -0.33 -0.04 -0.41
H -1.12 -0.35 -3.41
H -2.79 0.37 -3.29
H -2.36 -1.04 -2.37
H -3.24 2.35 -1.02
H -2.38 2.35 0.43
H -3.21 0.92 -0.17
H -0.61 2.80 -2.95
H 0.79 1.93 -2.81
H 0.33 2.93 -1.46
C 0.17 -2.93 3.40
Si 0.64 -1.43 2.30
C 2.54 -1.31 1.94
C 0.20 0.18 3.30
Si -0.60 -1.55 0.30
Si 0.26 -3.17 -1.11
C 1.22 -4.52 -0.18
C -0.91 -3.83 -2.39
C 1.42 -2.03 -2.07
Si -2.88 -2.02 0.96
C -3.75 -1.05 2.40
C -4.16 -1.83 -0.40
C -2.80 -3.94 1.09
H 0.56 -2.86 4.37
H 0.46 -3.83 2.83
H -0.94 -2.86 3.46
H 2.99 -0.38 2.31
H 2.86 -1.41 0.85
H 2.86 -2.25 2.47
H -0.58 0.83 2.83
H 1.14 0.77 3.28
H -0.13 0.01 4.31
H 0.52 -5.34 0.00
H 1.63 -4.13 0.76
H 2.00 -4.86 -0.80
H -1.60 -4.54 -1.91
H -0.39 -4.42 -3.17
H -1.48 -3.06 -2.97
H 2.38 -1.91 -1.55
H 1.04 -1.02 -2.29
H 1.66 -2.32 -3.09
H -4.02 -0.04 1.93
H -3.07 -0.94 3.21
H -4.69 -1.43 2.73
H -4.50 -0.88 -0.69
H -5.09 -2.26 0.00
H -4.11 -2.32 -1.42
H -3.74 -4.24 1.62
H -1.92 -4.54 1.50
H -2.86 -4.29 0.02
*
```

## Properties
Energy relative to the best compared isomer or geometry (same formula, charge and spin): 19.78 kcal per mole
LUMO: -2.463 eV
E: -66479.430 eV
Gap between HOMO and LUMO: 8.48 eV
HOMO level: -0.4022 Eh
Largest force on an atom: 3.08 eV/Å

Computed Mulliken charges, given in elementary charges: Tl 1.223; N -0.279; C -0.503; C -0.506; C -0.835; C -0.840; N -0.405; H 0.045; H 0.236; H 0.449; H 0.217; H 0.216; H 0.396; H 0.344; H 0.393; H 0.343; H 0.427; H 0.249; H 0.223; C -0.604; Si 0.656; C -0.979; C -0.894; O -1.475; H 0.238; H 0.568; H -0.220; H 0.610; H 0.324; H -0.124; H 0.582; H 0.429; H -0.290; C -1.040; Si 0.663; C -1.167; C -1.174; Si -0.139; Si 0.553; C -1.046; C -1.117; C -0.934; Si 1.010; C -1.232; C -1.507; C -1.143; H 0.464; H 0.280; H 0.185; H 0.450; H 0.185; H 0.364; H 0.244; H 0.259; H 0.465; H 0.291; H 0.174; H 0.459; H 0.328; H 0.405; H 0.324; H 0.380; H -0.011; H 0.435; H 0.300; H 0.353; H 0.445; H 0.538; H 0.477; H 0.372; H 0.399; H 0.235; H 0.259

---

# 3
This record from OMol25 describes a cluster of 8 separate species, C16H48N4O8 in total at a distorted geometry. The level of theory is ωB97M-V/def2-TZVPD.

```
! wB97M-V def2-TZVPD RIJCOSX def2/J DEFGRID3
* xyz 0 1
C 0.78 0.63 -3.17
O 1.61 -0.52 -2.84
H -0.21 0.42 -2.77
H 0.81 0.55 -4.23
H 1.26 1.49 -2.72
H 1.38 -0.91 -1.97
C -1.56 4.20 -0.57
O -0.31 3.67 -0.37
H -1.49 4.97 -1.36
H -2.00 4.60 0.33
H -2.23 3.59 -1.14
H -0.44 2.74 -0.15
C -2.04 -0.68 -5.95
O -1.79 0.20 -7.02
N -2.56 -1.87 -6.08
N -1.93 -0.41 -4.66
H -2.73 -2.20 -7.01
H -3.14 -2.31 -5.35
H -1.64 0.62 -4.59
H -2.40 -1.01 -3.89
C -2.24 -3.00 -1.68
O -2.91 -2.28 -2.62
N -1.05 -3.42 -1.98
N -2.58 -3.40 -0.51
H -0.66 -3.17 -2.99
H -0.72 -4.28 -1.51
H -3.59 -3.24 -0.28
H -1.99 -4.02 0.07
C 2.32 -3.23 -1.05
C 1.71 -2.24 -0.09
C 2.52 -1.03 0.26
O 0.61 -1.80 -0.49
H 2.47 -2.86 -2.10
H 1.75 -4.15 -1.13
H 3.29 -3.42 -0.65
H 1.56 -2.77 0.79
H 3.47 -1.29 0.80
H 2.07 -0.27 0.83
H 3.02 -0.79 -0.64
H 0.05 -2.51 -0.85
C 2.95 1.79 2.57
C 2.50 2.97 1.74
C 1.33 3.82 2.28
O 3.40 3.82 1.49
H 2.16 1.41 3.19
H 3.70 2.14 3.31
H 3.20 0.98 2.09
H 2.10 2.61 0.81
H 1.06 4.76 1.69
H 1.38 4.06 3.34
H 0.43 3.11 2.26
H 2.94 4.26 0.69
C -2.15 0.65 -0.88
C -1.61 0.91 0.50
C -1.97 -0.07 1.49
O -0.35 0.96 0.48
H -1.90 1.40 -1.59
H -3.25 0.65 -0.75
H -1.79 -0.33 -1.18
H -2.02 1.85 0.83
H -1.71 0.23 2.55
H -1.45 -0.97 1.27
H -3.04 -0.35 1.61
H -0.08 0.05 0.33
C -0.37 0.55 4.92
C 0.58 -0.61 4.63
C 0.76 -1.04 3.21
O 1.73 -0.35 5.00
H -0.12 1.42 4.27
H -0.45 0.83 5.98
H -1.34 0.10 4.64
H 0.23 -1.46 5.25
H 1.45 -1.88 3.20
H 0.97 -0.23 2.53
H -0.04 -1.60 2.92
H 2.32 -1.06 4.66
*
```

## Properties
Energy relative to the best compared isomer or geometry (same formula, charge and spin): 55.85 kcal per mole
LUMO: -0.633 eV
E: -39703.463 eV
Gap between HOMO and LUMO: 8.19 eV
HOMO level: -0.3241 Eh
Largest force on an atom: 11.40 eV/Å
SMILES string: NC(N)=O.NC(N)=O.CC(C)O.CC(C)O.CC(C)O.CC(C)O.CO.CO

Computed Mulliken charges, given in elementary charges: C 0.111; O -0.679; H -0.640; H 0.403; H 0.236; H 0.214; C -0.740; O -0.542; H 0.306; H 0.280; H 0.252; H 0.151; C 0.511; O -0.708; N -0.357; N -0.163; H 0.227; H 0.204; H 0.195; H 0.187; C 0.368; O -0.812; N -0.432; N -0.278; H 0.264; H 0.291; H 0.305; H 0.198; C -1.735; C 0.369; C -0.952; O 0.578; H 0.155; H 0.441; H 0.503; H 0.698; H 0.408; H -0.567; H 0.842; H -0.568; C -1.334; C 0.955; C -0.684; O -0.600; H 0.288; H 0.413; H 0.279; H -0.052; H 0.213; H 0.331; H -0.134; H 0.436; C -0.810; C 0.512; C -0.946; O 1.042; H 0.408; H 0.509; H -0.554; H 0.674; H -0.089; H 0.000; H 0.444; H -0.847; C -1.209; C 0.329; C -1.427; O -0.503; H 0.078; H 0.424; H 0.310; H 0.445; H 0.802; H -0.106; H 0.503; H 0.373

---

# 4
This record from OMol25 describes a cluster of 8 separate species, C16H48O8 in total at a distorted geometry. The level of theory is ωB97M-V/def2-TZVPD.

```
! wB97M-V def2-TZVPD RIJCOSX def2/J DEFGRID3
* xyz 0 1
C 4.46 -2.43 -4.82
C 3.64 -1.55 -5.74
O 2.48 -2.24 -6.16
H 5.43 -2.01 -4.56
H 4.54 -3.45 -5.18
H 3.87 -2.44 -3.90
H 4.19 -1.27 -6.64
H 3.41 -0.60 -5.26
H 1.82 -1.56 -6.31
C -2.28 4.06 0.01
C -3.16 4.77 0.99
O -3.22 6.11 0.56
H -1.24 4.36 0.14
H -2.59 4.24 -1.01
H -2.39 2.99 0.18
H -2.70 4.72 1.97
H -4.14 4.29 0.90
H -2.54 6.60 1.01
C 0.35 -0.16 -2.05
C -0.49 -0.96 -1.01
O -0.06 -0.64 0.31
H -0.08 -0.16 -3.05
H 1.37 -0.56 -2.09
H 0.42 0.89 -1.78
H -0.38 -2.04 -1.13
H -1.55 -0.74 -1.11
H 0.85 -0.94 0.40
C -3.33 -0.01 5.70
C -2.69 0.78 4.56
O -3.31 0.33 3.37
H -2.99 -1.04 5.62
H -4.42 -0.01 5.72
H -2.96 0.42 6.63
H -1.63 0.55 4.45
H -2.82 1.85 4.75
H -2.62 0.25 2.71
C 2.35 3.76 4.35
C 1.64 3.67 3.03
O 2.15 4.66 2.10
H 2.17 2.83 4.89
H 2.11 4.64 4.95
H 3.43 3.73 4.23
H 0.56 3.73 3.15
H 1.84 2.67 2.65
H 1.64 5.44 2.33
C 3.53 -3.94 1.36
C 4.31 -2.87 2.12
O 3.59 -1.68 2.08
H 2.55 -4.08 1.81
H 4.12 -4.85 1.24
H 3.45 -3.57 0.34
H 5.31 -2.66 1.75
H 4.47 -3.10 3.18
H 4.10 -1.08 2.62
C -2.02 -4.87 3.39
C -3.09 -5.35 2.38
O -3.58 -6.58 2.83
H -1.17 -5.56 3.37
H -2.42 -4.82 4.41
H -1.74 -3.83 3.22
H -2.64 -5.62 1.42
H -3.83 -4.58 2.16
H -2.91 -7.26 2.70
C -2.04 2.57 -6.44
C -0.84 2.12 -7.28
O -0.67 0.76 -7.19
H -2.19 3.65 -6.36
H -1.99 2.14 -5.44
H -2.93 2.10 -6.85
H 0.06 2.63 -6.92
H -1.05 2.40 -8.32
H -1.49 0.34 -7.46
*
```

## Properties
Energy relative to the best compared isomer or geometry (same formula, charge and spin): 85.84 kcal per mole
LUMO: 0.331 eV
E: -33746.779 eV
Gap between HOMO and LUMO: 10.39 eV
HOMO level: -0.3697 Eh
Largest force on an atom: 2.26 eV/Å
SMILES string: CCO.CCO.CCO.CCO.CCO.CCO.CCO.CCO

Computed Mulliken charges, given in elementary charges: C -0.892; C -0.199; O -0.522; H 0.325; H 0.282; H 0.148; H 0.273; H 0.278; H 0.305; C -0.808; C -0.250; O -0.526; H 0.225; H 0.311; H 0.243; H 0.215; H 0.287; H 0.306; C -0.893; C -0.301; O -0.466; H 0.316; H 0.239; H 0.275; H 0.267; H 0.301; H 0.247; C -1.059; C -0.082; O -0.525; H 0.233; H 0.310; H 0.324; H 0.288; H 0.210; H 0.301; C -1.021; C -0.067; O -0.516; H 0.321; H 0.308; H 0.280; H 0.152; H 0.237; H 0.306; C -0.907; C -0.286; O -0.480; H 0.241; H 0.354; H 0.190; H 0.305; H 0.306; H 0.285; C -0.856; C -0.293; O -0.534; H 0.280; H 0.264; H 0.273; H 0.240; H 0.315; H 0.312; C -1.037; C -0.192; O -0.479; H 0.322; H 0.266; H 0.318; H 0.298; H 0.227; H 0.281

---

# 5
This record from OMol25 describes a cluster of 8 separate species, C16H48O8 in total at a distorted geometry. The level of theory is ωB97M-V/def2-TZVPD.

```
! wB97M-V def2-TZVPD RIJCOSX def2/J DEFGRID3
* xyz 0 1
C -0.31 -4.24 -4.46
C -0.87 -3.17 -3.55
O -0.69 -3.56 -2.19
H 0.03 -5.12 -3.93
H 0.54 -3.86 -5.04
H -1.04 -4.56 -5.22
H -1.93 -2.94 -3.75
H -0.32 -2.24 -3.71
H -0.71 -2.75 -1.66
C 0.76 2.87 3.61
C 0.74 4.32 4.01
O 1.38 4.57 5.26
H 1.77 2.53 3.38
H 0.25 2.75 2.65
H 0.22 2.22 4.30
H -0.28 4.69 4.10
H 1.21 4.92 3.21
H 2.33 4.41 5.13
C 2.14 -0.83 4.17
C 2.08 -0.99 5.67
O 0.93 -0.39 6.25
H 1.29 -1.34 3.70
H 3.05 -1.27 3.78
H 2.07 0.22 3.87
H 2.99 -0.55 6.10
H 2.03 -2.05 5.91
H 1.07 0.56 6.28
C -1.73 0.77 -3.87
C -1.78 1.70 -2.67
O -2.38 1.07 -1.52
H -1.28 1.29 -4.72
H -2.72 0.45 -4.19
H -1.10 -0.08 -3.65
H -2.29 2.65 -2.87
H -0.77 2.02 -2.43
H -3.32 1.27 -1.56
C 0.27 4.42 -0.52
C 0.20 4.86 -1.96
O 1.23 5.83 -2.23
H 1.26 4.04 -0.31
H -0.38 3.54 -0.39
H -0.13 5.17 0.16
H -0.74 5.32 -2.28
H 0.35 4.00 -2.62
H 1.80 5.50 -2.93
C -3.69 -2.94 -0.22
C -4.32 -1.57 -0.42
O -3.99 -0.66 0.60
H -3.98 -3.33 0.76
H -2.60 -2.91 -0.13
H -4.01 -3.65 -0.98
H -5.40 -1.73 -0.49
H -3.97 -1.20 -1.40
H -3.38 0.00 0.26
C 3.60 -2.30 -0.33
C 2.96 -3.23 -1.33
O 3.00 -4.55 -0.77
H 4.57 -2.69 -0.01
H 2.94 -2.17 0.52
H 3.83 -1.33 -0.77
H 3.47 -3.22 -2.30
H 1.90 -2.99 -1.46
H 2.37 -5.10 -1.25
C 0.31 0.44 0.65
C -0.16 -0.95 0.31
O -0.54 -1.04 -1.07
H 0.87 0.36 1.59
H -0.48 1.18 0.78
H 1.01 0.80 -0.10
H -0.95 -1.31 0.98
H 0.67 -1.64 0.47
H -1.22 -0.36 -1.20
*
```

## Properties
Energy relative to the best compared isomer or geometry (same formula, charge and spin): 54.30 kcal per mole
LUMO: 0.234 eV
E: -33748.147 eV
Gap between HOMO and LUMO: 9.97 eV
HOMO level: -0.3579 Eh
Largest force on an atom: 1.43 eV/Å
SMILES string: CCO.CCO.CCO.CCO.CCO.CCO.CCO.CCO

Computed Mulliken charges, given in elementary charges: C -1.309; C 0.319; O -0.571; H 0.320; H 0.300; H 0.315; H 0.311; H -0.014; H 0.286; C -0.483; C -0.529; O -0.530; H 0.333; H 0.006; H 0.306; H 0.359; H 0.257; H 0.301; C -0.389; C -0.462; O -0.514; H 0.204; H 0.321; H -0.095; H 0.298; H 0.307; H 0.289; C -0.724; C -0.246; O -0.599; H 0.431; H 0.302; H -0.082; H 0.666; H -0.156; H 0.305; C -0.478; C -0.449; O -0.540; H 0.257; H 0.046; H 0.359; H 0.263; H 0.276; H 0.302; C -0.862; C 0.024; O -0.563; H 0.337; H 0.061; H 0.334; H 0.382; H 0.035; H 0.326; C -0.974; C 0.563; O -0.557; H 0.355; H 0.112; H 0.331; H 0.279; H -0.298; H 0.302; C -0.536; C -0.385; O -0.167; H 0.039; H 0.280; H 0.246; H 0.320; H 0.179; H -0.032

---

# 6
This record from OMol25 describes a structure of composition C16H4F5NO3S6W at a distorted geometry. The level of theory is ωB97M-V/def2-TZVPD.

```
! wB97M-V def2-TZVPD RIJCOSX def2/J DEFGRID3
* xyz 2 1
W 7.15 6.59 11.54
O 4.98 7.41 5.67
C 5.44 7.34 6.82
S 5.98 8.74 7.83
C 6.07 8.05 9.40
C 5.77 6.65 9.26
S 5.70 5.35 10.41
S 5.91 5.85 7.71
S 6.59 8.84 10.87
F 9.96 8.25 12.02
C 9.89 7.68 10.80
C 8.98 6.66 10.50
C 9.39 5.68 9.61
F 8.86 4.42 9.46
C 10.54 5.88 8.82
F 10.81 5.01 7.82
C 11.29 7.06 8.97
F 12.04 7.45 7.90
C 10.89 7.97 9.88
F 11.51 9.20 9.98
O 5.61 8.49 16.64
S 6.69 8.05 15.69
O 8.00 8.71 15.76
N 6.76 6.67 13.36
C 7.68 5.77 13.67
S 8.42 4.85 12.40
C 7.90 5.57 15.09
C 8.27 4.27 15.56
C 8.01 3.90 16.88
C 7.53 4.83 17.82
C 7.27 6.11 17.43
C 7.31 6.43 16.07
H 8.83 3.55 14.92
H 8.31 2.88 17.19
H 7.30 4.48 18.83
H 6.83 6.83 18.12
*
```

## Properties
LUMO (spin up / spin down): -11.283 / -11.282 eV
E: -104688.487 eV
Gap between HOMO and LUMO (spin up / spin down): 3.85 / 3.85 eV
HOMO level (spin up / spin down): -0.5561 / -0.5561 Eh
Largest force on an atom: 5.60 eV/Å

Computed natural (NBO) charges, given in elementary charges: W 1.181; O -0.413; C 0.206; S 0.486; C -0.379; C -0.445; S 0.371; S 0.438; S 0.249; F -0.283; C 0.367; C -0.491; C 0.327; F -0.299; C 0.314; F -0.258; C 0.323; F -0.253; C 0.280; F -0.269; O -0.601; S 1.991; O -0.611; N -0.744; C 0.130; S 0.180; C -0.149; C -0.099; C -0.162; C -0.097; C -0.186; C -0.183; H 0.266; H 0.269; H 0.273; H 0.270